[1]
The following is a DFT calculation (ωB97M-V/def2-TZVPD) of the molecule C24H21FO4S2 at a distorted geometry.

CARTESIAN COORDINATES (ANGSTROEM)
C1 -1.920 3.259 5.340
C2 -1.629 2.474 4.094
C3 -2.160 1.193 3.939
C4 -1.969 0.485 2.753
C5 -1.099 0.940 1.747
C6 -0.807 0.081 0.499
C7 -0.383 0.878 -0.718
C8 -0.148 0.387 -1.952
C9 0.357 1.155 -3.083
C10 0.367 0.572 -4.373
C11 0.766 1.292 -5.490
C12 1.216 2.613 -5.368
C13 1.683 3.347 -6.587
C14 1.207 3.211 -4.100
C15 0.807 2.495 -2.970
C16 -0.541 2.210 1.927
C17 -0.858 2.990 3.048
H1 -1.475 4.254 5.281
H2 -3.001 3.381 5.483
H3 -1.540 2.758 6.240
H4 -2.745 0.734 4.743
H5 -2.565 -0.414 2.608
H6 -1.702 -0.512 0.252
H7 -0.447 1.963 -0.610
H8 -0.407 -0.646 -2.186
H9 0.025 -0.459 -4.466
H10 0.735 0.831 -6.479
H11 2.031 4.350 -6.332
H12 2.512 2.815 -7.067
H13 0.895 3.441 -7.345
H14 1.524 4.254 -4.010
H15 0.831 2.975 -1.989
H16 0.140 2.616 1.180
H17 -0.473 4.007 3.133
F1 1.395 -0.261 1.327
C18 0.265 -0.942 0.917
S1 -0.319 -2.024 2.343
O1 0.175 -1.509 3.602
O2 -1.733 -2.291 2.145
C19 0.476 -3.581 1.959
C20 0.970 -3.683 0.672
C21 1.348 -4.918 0.152
C22 1.164 -6.056 0.940
C23 0.654 -5.952 2.240
C24 0.315 -4.705 2.767
S2 0.786 -2.220 -0.357
O3 -0.357 -2.503 -1.211
O4 2.073 -1.863 -0.916
H18 1.750 -4.966 -0.858
H19 1.408 -7.027 0.516
H20 0.496 -6.841 2.847
H21 -0.091 -4.590 3.773

Output
- Kohn-Sham gap (eV) = 8.234
- SMILES = Cc1ccc(/C=C/[C@H](c2ccc(C)cc2)C2(F)S(=O)(=O)c3ccccc3S2(=O)=O)cc1
- multiplicity = 1
- energy relative to the best compared isomer or geometry (same formula, charge and spin) (kcal per mole) = 0.0
- LUMO energy (eV) = 0.1



[2]
The following is a DFT calculation (ωB97M-V/def2-TZVPD) of a structure of composition C5H9MgO3Pb at a distorted geometry.

CARTESIAN COORDINATES (ANGSTROEM)
O1 3.133 0.060 0.175
Mg1 3.586 1.963 0.507
C1 2.344 -2.134 -0.207
C2 2.203 -0.820 0.084
O2 0.935 -0.245 0.267
C3 -0.236 -1.005 -0.004
C4 -1.417 -0.136 0.348
O3 -1.239 1.132 -0.278
C5 -2.413 1.939 -0.289
Pb1 0.755 1.971 -0.163
H1 1.542 -2.748 -0.606
H2 3.271 -2.622 0.087
H3 -0.256 -1.912 0.614
H4 -0.258 -1.290 -1.065
H5 -1.498 0.008 1.437
H6 -2.340 -0.608 -0.018
H7 -2.126 2.934 -0.642
H8 -3.153 1.501 -0.972
H9 -2.835 2.010 0.724

Output
- Kohn-Sham gap (alpha / beta) (eV) = 5.389 / 5.046
- multiplicity = 2
- energy relative to the best compared isomer or geometry (same formula, charge and spin) (kcal per mole) = 4.3
- LUMO energy (alpha / beta) (eV) = -0.1 / -0.4



[3]
The following is a DFT calculation (ωB97M-V/def2-TZVPD) of a cluster of 2 separate species, C4H10N2O2 in total at a distorted geometry.

CARTESIAN COORDINATES (ANGSTROEM)
C1 0.233 -0.898 -0.198
C2 0.856 0.243 -0.812
C3 2.547 0.249 -0.450
C4 -1.665 0.962 0.704
N1 -1.198 0.476 -0.564
N2 0.463 -1.210 1.101
O1 1.506 1.135 0.005
O2 -2.083 -0.488 -1.139
H1 -2.997 -0.419 -1.443
H2 -0.004 -1.740 -0.842
H3 0.702 0.417 -1.868
H4 -0.013 -2.004 1.498
H5 0.788 -0.461 1.698
H6 3.196 0.705 -1.191
H7 3.005 -0.311 0.358
H8 -1.804 0.165 1.456
H9 -0.923 1.668 1.081
H10 -2.608 1.511 0.606

Output
- Kohn-Sham gap (eV) = 8.413
- multiplicity = 1
- energy relative to the best compared isomer or geometry (same formula, charge and spin) (kcal per mole) = 187.9
- LUMO energy (eV) = 0.9



[4]
The following is a DFT calculation (ωB97M-V/def2-TZVPD) of a cluster of 4 separate species, C17H40FNO5 in total at a distorted geometry.

CARTESIAN COORDINATES (ANGSTROEM)
C1 -1.413 0.024 -1.008
C2 -2.808 0.862 -0.808
C3 -2.991 1.571 0.658
C4 -2.726 0.577 1.943
C5 -4.056 -0.249 2.450
C6 -4.621 -1.362 1.387
C7 -3.584 -2.589 1.051
O1 -3.391 -3.555 2.148
C8 -1.906 -3.645 2.280
O2 -1.309 -2.791 3.134
N1 -1.026 -4.600 1.495
F1 0.278 -4.522 1.922
H1 -1.539 -1.146 -0.906
H2 -0.563 0.349 -0.268
H3 -1.077 0.201 -2.140
H4 -3.790 0.235 -1.029
H5 -2.801 1.718 -1.640
H6 -4.017 2.126 0.811
H7 -2.153 2.418 0.726
H8 -2.428 1.296 2.849
H9 -1.787 -0.097 1.753
H10 -4.932 0.513 2.717
H11 -3.765 -0.770 3.484
H12 -5.569 -1.864 1.904
H13 -5.007 -0.897 0.384
H14 -2.541 -2.155 0.746
H15 -4.062 -3.195 0.152
H16 -1.000 -4.326 0.468
C9 -2.563 5.162 -3.647
C10 -1.415 4.248 -3.249
C11 -0.145 4.590 -4.012
O3 -1.775 2.895 -3.515
H17 -2.794 5.060 -4.713
H18 -3.474 4.896 -3.100
H19 -2.323 6.210 -3.441
H20 -1.233 4.334 -2.173
H21 -0.290 4.468 -5.091
H22 0.670 3.916 -3.724
H23 0.167 5.621 -3.816
H24 -1.939 2.810 -4.469
C12 4.028 -4.715 4.104
C13 4.622 -5.623 3.039
C14 4.787 -4.892 1.716
O4 3.772 -6.751 2.852
H25 3.033 -4.364 3.808
H26 3.903 -5.258 5.047
H27 4.667 -3.845 4.282
H28 5.595 -5.998 3.376
H29 3.819 -4.547 1.336
H30 5.204 -5.561 0.956
H31 5.449 -4.027 1.823
H32 2.906 -6.428 2.553
C15 4.624 2.236 -1.044
C16 3.666 3.335 -1.477
C17 2.235 3.012 -1.079
O5 3.739 3.494 -2.892
H33 4.368 1.283 -1.521
H34 5.648 2.476 -1.348
H35 4.603 2.100 0.041
H36 3.969 4.286 -1.025
H37 1.894 2.087 -1.557
H38 1.556 3.806 -1.408
H39 2.143 2.899 0.006
H40 3.472 2.655 -3.302

Output
- Kohn-Sham gap (eV) = 10.355
- SMILES = CCCCCCCOC(=O)NF.CC(C)O.CC(C)O.CC(C)O
- multiplicity = 1
- LUMO energy (eV) = 0.3